A 9-piece molecular cluster, C33H57N3O21 overall at a distorted geometry, computed with ωB97M-V/def2-TZVPD.

Positions of all 114 atoms, in Å:
C 2.952023 -4.803688 -0.702111
C 2.564373 -4.287178 -2.128731
C 3.602343 -3.403168 -2.868511
O 4.276763 -4.317508 -3.639961
C 3.546263 -5.547408 -3.756881
O 3.831463 -6.572518 -4.401121
O 2.490843 -5.396568 -3.065661
H 3.731243 -5.563758 -0.758741
H 2.206673 -5.329698 -0.105551
H 3.318663 -4.035888 -0.020821
H 1.589693 -3.806828 -2.042941
H 4.292223 -3.029468 -2.111861
H 3.123653 -2.566058 -3.376651
C -8.071187 2.944842 -3.497601
C -7.800447 1.460532 -3.130441
C -6.321227 1.078172 -2.742501
O -6.432057 0.258102 -1.649781
C -7.531927 0.555922 -0.987211
O -7.617547 0.221502 0.203679
O -8.413747 1.318352 -1.782411
H -7.837787 3.600712 -2.658881
H -9.110017 3.079252 -3.799081
H -7.516367 3.334712 -4.350991
H -8.322427 0.720022 -3.736471
H -5.661817 1.945932 -2.758661
H -5.956677 0.457482 -3.561011
C 3.591173 5.556502 -0.239341
C 2.777883 6.785302 -0.646341
C 1.264013 6.754612 -0.465921
O 1.039663 7.941532 0.264609
C 2.168243 8.487322 0.674179
O 2.235623 9.520582 1.337969
O 3.232713 7.724472 0.223889
H 3.168503 5.175912 0.690499
H 4.626243 5.847532 -0.060381
H 3.547713 4.796452 -1.019421
H 3.048023 7.025192 -1.674721
H 0.953803 5.899572 0.134719
H 0.895813 6.733702 -1.491631
C -4.446397 1.653032 10.676339
C -3.118347 1.195352 10.047619
C -2.526677 -0.186188 10.306579
O -2.018437 -0.582468 9.099879
C -2.376637 0.251592 8.170409
O -1.917947 0.076232 7.065819
O -3.241577 1.113192 8.581679
H -5.330517 1.034932 10.520209
H -4.797897 2.659562 10.449529
H -4.208707 1.575812 11.737299
H -2.369297 1.965742 10.230689
H -3.388107 -0.824018 10.504629
H -1.753137 -0.319768 11.062809
C -3.661627 -0.381368 -8.239121
C -2.444137 -1.097368 -8.770651
C -1.266387 -1.362998 -7.870341
O -1.056567 -2.772898 -8.016631
C -1.958737 -3.272138 -8.903691
O -2.010067 -4.455258 -9.286371
O -2.834467 -2.386678 -9.216091
H -3.829287 -0.691188 -7.207611
H -4.568187 -0.621378 -8.794671
H -3.319027 0.638992 -8.411171
H -2.114117 -0.451818 -9.584571
H -1.495527 -1.139238 -6.828451
H -0.517257 -0.657498 -8.229761
C 8.936863 0.532852 -1.472641
C 8.832653 0.350972 0.041089
C 8.419353 1.610522 0.823789
O 7.500883 0.995172 1.637299
C 7.182033 -0.220828 1.324679
O 6.279433 -0.761638 1.939519
O 7.841273 -0.606208 0.237649
H 9.366063 -0.282708 -2.054661
H 9.432463 1.473252 -1.713721
H 7.912793 0.517432 -1.845671
H 9.786293 0.044622 0.471019
H 7.996933 2.272632 0.067959
H 9.151873 2.081522 1.479279
C -5.403667 -7.283728 -4.596851
N -5.004297 -5.861698 -4.678411
C -5.863517 -5.094668 -5.576101
C -3.984527 -5.350068 -3.889981
O -3.460207 -4.238968 -4.185971
H -4.813847 -7.966518 -3.985281
H -5.565347 -7.697278 -5.592301
H -6.405897 -7.274358 -4.168431
H -6.910337 -5.175848 -5.283381
H -5.706407 -4.016108 -5.586861
H -5.810997 -5.472598 -6.597141
H -3.721927 -5.997688 -3.039201
C 5.073123 3.118482 7.307409
N 4.540923 2.075252 8.109569
C 3.252103 1.565222 7.612399
C 5.220923 1.605592 9.159729
O 4.818273 0.715552 9.881749
H 4.961793 2.853332 6.256029
H 6.077423 3.505662 7.479379
H 4.440113 3.995482 7.442559
H 2.659213 2.403992 7.247659
H 3.227263 0.814882 6.822169
H 2.750543 1.296552 8.542109
H 6.274463 1.920702 9.214109
C -1.025137 -1.434068 1.055479
N -0.471807 -0.250718 0.412189
C 0.507733 0.429412 1.370619
C -0.594587 0.075532 -0.871771
O 0.074893 0.938442 -1.446751
H -0.203777 -2.025678 1.459769
H -1.667407 -2.036158 0.412779
H -1.757077 -1.214118 1.832659
H 1.043883 -0.174468 2.102719
H 1.211213 1.023092 0.786869
H 0.081563 1.137132 2.081679
H -1.396867 -0.443888 -1.418351

Atoms 1-6, force components in eV/Å:
C 0.552 -0.406 -0.346
C -0.040 -0.109 0.851
C -0.763 -0.122 2.506
O 0.879 -2.523 -2.165
C 2.876 -1.393 -2.624
O -0.285 4.017 1.984

Computed properties:
Gap between HOMO and LUMO: 9.3288 eV
Multiplicity: 1
Structure (SMILES): C[C@H]1COC(=O)O1.C[C@H]1COC(=O)O1.C[C@H]1COC(=O)O1.C[C@H]1COC(=O)O1.C[C@H]1COC(=O)O1.C[C@H]1COC(=O)O1.CN(C)C=O.CN(C)C=O.CN(C)C=O
Energy relative to the best compared isomer or geometry (same formula, charge and spin): 2.716 eV
Calculated total energy: -3035.8253 hartree
E_HOMO: -0.3394 Eh